(1)
Computed, not measured: C45H45CsN9O2P2S2 as an isolated structure, with ωB97M-V with the def2-TZVPD basis set.

Values from the calculation:
* molar mass: 1002.90 g mol⁻¹
* E_HOMO: -0.13804 Ha
* Kohn-Sham gap: 5.60 eV
* energy above the lowest of the compared OMol25 structures with the same formula, charge and spin: 15.5 kcal per mole
* DFT total energy: -105701.8851 eV
* net charge: -1

Last column: Löwdin charge in e.
Element x y z (Å)
Cs  0.8632  -0.8542  -1.0968  0.84
N  -1.8020  1.4054  2.3425  0.15
C  -1.0583  0.7823  1.4022  -0.24
N  0.2130  0.5905  1.4733  0.06
C  0.9145  1.1261  2.5404  -0.30
N  2.1974  1.1757  2.5490  0.07
N  2.7947  0.8492  1.3556  0.04
C  3.5226  -0.1860  1.3395  -0.15
C  4.2336  -0.5978  0.1098  -0.31
C  4.8928  -1.8262  0.1062  -0.03
C  5.5330  -2.2447  -1.0468  -0.07
C  5.4997  -1.4232  -2.1616  -0.07
C  4.8138  -0.2191  -2.0647  -0.15
N  4.1888  0.1921  -0.9688  0.10
C  0.1538  1.6541  3.6852  -0.08
C  0.7487  2.0329  4.8864  -0.02
C  -0.0089  2.5720  5.9074  -0.09
C  -1.3823  2.7461  5.7345  -0.10
C  -1.9925  2.3730  4.5547  -0.02
C  -1.2237  1.8190  3.5310  -0.17
H  -2.7785  1.5809  2.1476  0.12
H  -1.6025  0.3849  0.5436  0.05
H  3.6133  -0.8422  2.2069  0.12
H  4.8720  -2.4440  0.9944  0.11
H  6.0422  -3.1998  -1.0773  0.10
H  5.9805  -1.7053  -3.0885  0.10
H  4.7566  0.4471  -2.9198  0.11
H  1.8174  1.8985  4.9873  0.11
H  0.4616  2.8641  6.8372  0.09
H  -1.9779  3.1754  6.5305  0.10
H  -3.0587  2.5021  4.4092  0.11
S  -1.5905  -3.2835  -1.5693  0.16
P  -2.7283  -1.7209  -2.1741  0.31
C  -2.2276  -0.2287  -1.7213  -0.67
P  -2.5347  1.3858  -1.7069  0.30
S  -0.9872  2.6172  -1.3610  0.18
C  -3.7747  1.8171  -0.3910  -0.35
C  -4.3917  0.8038  0.3329  -0.11
C  -5.2399  1.0999  1.3979  -0.10
C  -5.4768  2.4222  1.7459  -0.12
C  -4.8710  3.4448  1.0190  -0.10
C  -4.0273  3.1431  -0.0389  -0.10
C  -3.4142  2.0130  -3.2036  -0.33
C  -2.7050  2.6108  -4.2406  -0.12
C  -3.3396  2.9465  -5.4287  -0.10
C  -4.6979  2.7051  -5.5888  -0.11
C  -5.4197  2.1341  -4.5491  -0.09
C  -4.7794  1.7911  -3.3665  -0.10
C  -4.4603  -2.1005  -1.6334  -0.34
C  -5.5357  -1.5236  -2.3074  -0.10
C  -6.8276  -1.6347  -1.8153  -0.09
C  -7.0671  -2.3280  -0.6348  -0.11
C  -6.0069  -2.9246  0.0335  -0.10
C  -4.7165  -2.8178  -0.4704  -0.12
C  -2.9403  -1.9274  -3.9920  -0.34
C  -2.5487  -0.9092  -4.8484  -0.08
C  -2.7228  -1.0333  -6.2228  -0.09
C  -3.2913  -2.1833  -6.7477  -0.11
C  -3.6788  -3.2133  -5.8953  -0.10
C  -3.5017  -3.0854  -4.5273  -0.11
H  -4.1786  -0.2232  0.0613  0.08
H  -5.7140  0.2948  1.9478  0.10
H  -6.1316  2.6596  2.5763  0.09
H  -5.0503  4.4788  1.2892  0.10
H  -3.5225  3.9335  -0.5820  0.09
H  -1.6495  2.8112  -4.0949  0.07
H  -2.7731  3.4039  -6.2317  0.09
H  -5.1935  2.9673  -6.5159  0.09
H  -6.4827  1.9536  -4.6607  0.09
H  -5.3465  1.3448  -2.5570  0.10
H  -5.3543  -0.9775  -3.2263  0.10
H  -7.6506  -1.1767  -2.3517  0.10
H  -8.0749  -2.4097  -0.2453  0.09
H  -6.1859  -3.4813  0.9467  0.09
H  -3.8824  -3.2943  0.0305  0.05
H  -2.1100  -0.0158  -4.4217  0.08
H  -2.4235  -0.2234  -6.8776  0.10
H  -3.4346  -2.2816  -7.8174  0.09
H  -4.1190  -4.1163  -6.3021  0.09
H  -3.7934  -3.8892  -3.8606  0.10
N  -1.2632  -1.9633  3.1536  0.08
C  -0.7222  -2.7723  2.0623  -0.31
C  -1.4313  -4.1344  1.8994  -0.14
C  -0.6721  -5.2382  1.1435  -0.18
C  -0.5463  -6.5211  1.9620  -0.18
N  0.1819  -6.3008  3.2229  0.05
C  -0.4743  -5.9573  4.3805  -0.57
N  -0.0784  -4.9449  5.0741  0.10
N  -1.5546  -6.7558  4.6874  0.14
C  0.7854  -2.9226  2.2255  -0.51
O  1.2602  -3.4149  3.3738  0.08
O  1.5609  -2.6586  1.3369  -0.01
H  -1.5147  -2.5472  3.9443  0.07
H  -2.1020  -1.4842  2.8495  0.08
H  -0.8490  -2.2293  1.1252  0.09
H  -2.3679  -3.9270  1.3826  0.08
H  -1.6981  -4.4828  2.8991  0.09
H  0.3307  -4.9035  0.8619  0.11
H  -1.1731  -5.4547  0.1991  0.07
H  -0.0194  -7.2860  1.3890  0.11
H  -1.5345  -6.9151  2.2000  0.11
H  0.9934  -5.7079  3.0975  0.12
H  0.5787  -3.6825  4.0435  0.04
H  -0.5426  -4.8863  5.9735  0.06
H  -1.5102  -7.7134  4.3820  0.10
H  -1.9817  -6.6093  5.5850  0.09


(2)
Computed, not measured: C2H4N2S3 as an isolated structure, with ωB97M-V with the def2-TZVPD basis set.

Values from the calculation:
* molar mass: 152.27 g mol⁻¹
* E_HOMO: -0.31253 Ha
* Kohn-Sham gap: 8.04 eV
* energy above the lowest of the compared OMol25 structures with the same formula, charge and spin: 74.5 kcal per mole
* DFT total energy: -37621.1945 eV
* net charge: 0

Last column: Löwdin charge in e.
Element x y z (Å)
C  -2.1576  -0.8669  1.0812  -0.06
C  1.5712  0.2959  -0.8641  -1.72
N  -1.2635  -0.0058  0.7211  -0.18
N  -0.6780  0.8368  0.1948  0.12
S  1.0165  -0.8082  -1.9034  0.58
S  1.7017  2.0158  -1.2382  0.68
S  1.9563  0.1452  0.7923  0.73
H  -3.2672  -0.7869  1.2097  0.07
H  -1.9278  -1.8387  1.5331  0.05
H  1.2242  2.1405  -2.4356  -0.14
H  1.8243  -1.1277  0.9091  -0.13


(3)
Computed, not measured: a 4-piece molecular cluster, C2H10O4 overall, with ωB97M-V with the def2-TZVPD basis set.

Values from the calculation:
* molar mass: 98.10 g mol⁻¹
* E_HOMO: -0.38494 Ha
* structure (SMILES): CC=O.O.O.O
* Kohn-Sham gap: 11.20 eV
* energy above the lowest of the compared OMol25 structures with the same formula, charge and spin: 7.9 kcal per mole
* DFT total energy: -10425.8491 eV
* net charge: 0

Last column: Löwdin charge in e.
Element x y z (Å)
O  2.3935  0.0962  0.3273  0.03
C  1.9684  -0.0150  1.4502  -0.29
C  0.5359  -0.2076  1.8112  -0.03
H  2.6835  0.0261  2.2870  0.12
H  0.3782  0.1260  2.8295  0.08
H  -0.1993  0.1661  1.1030  0.07
H  0.4437  -1.2971  1.9253  0.10
H  0.4291  -0.5681  -1.5976  0.05
H  1.3382  0.5211  -1.1864  0.03
O  0.8638  0.2025  -1.9840  -0.07
H  -2.2067  0.6433  -2.1436  0.05
H  -0.8306  0.7214  -1.6661  0.00
O  -1.7445  0.8475  -1.3220  -0.08
H  -2.7226  -0.0336  0.1194  0.00
H  -3.4453  -1.3339  0.0265  0.03
O  -2.7102  -0.9284  0.4965  -0.09


(4)
Computed, not measured: C36H39IN6O2PS2Yb as an isolated structure, with ωB97M-V with the def2-TZVPD basis set.

Values from the calculation:
* molar mass: 982.80 g mol⁻¹
* E_HOMO (alpha / beta): -0.47814 / -0.47794 Ha
* Kohn-Sham gap (alpha / beta): 8.36 / 7.76 eV
* energy above the lowest of the compared OMol25 structures with the same formula, charge and spin: 26.0 kcal per mole
* DFT total energy: -121581.2311 eV
* multiplicity: 2
* net charge: +2
* expectation value of S²: 0.751

Last column: Löwdin charge in e.
Element x y z (Å)
Yb  0.7194  0.4557  0.1715  1.48
C  -5.5430  -3.6031  0.7638  -0.06
C  -5.6285  -2.2206  0.8181  -0.06
C  -4.4961  -1.4463  0.6497  -0.09
C  -3.2635  -2.0578  0.4231  -0.39
C  -3.1783  -3.4442  0.3823  -0.10
C  -4.3170  -4.2139  0.5545  -0.06
P  -1.7318  -1.0613  0.3343  1.04
C  -2.4670  0.4805  -0.3818  -0.42
C  -2.4138  1.7254  0.2439  -0.11
C  -2.9863  2.8352  -0.3595  -0.09
C  -3.6258  2.7146  -1.5820  -0.08
C  -3.6716  1.4833  -2.2172  -0.09
C  -3.0865  0.3744  -1.6292  -0.12
C  -1.5003  -0.5716  2.0939  -0.45
C  -2.3264  -0.9863  3.1297  -0.07
C  -2.0364  -0.5909  4.4242  -0.06
C  -0.9490  0.2299  4.6627  -0.07
C  -0.1177  0.6233  3.6186  -0.17
C  -0.3359  0.2231  2.2850  -0.34
H  -6.4333  -4.2018  0.8808  0.11
H  -6.5779  -1.7402  1.0030  0.11
H  -4.5633  -0.3688  0.7013  0.11
H  -2.2184  -3.9153  0.2194  0.09
H  -4.2507  -5.2900  0.5321  0.11
H  -1.9774  1.8192  1.2327  0.08
H  -2.9421  3.7965  0.1297  0.10
H  -4.1014  3.5732  -2.0292  0.11
H  -4.1754  1.3904  -3.1685  0.12
H  -3.1354  -0.5913  -2.1191  0.12
H  -3.1715  -1.6320  2.9391  0.10
H  -2.6498  -0.9346  5.2408  0.11
H  -0.7341  0.5551  5.6708  0.11
H  0.7564  1.2251  3.8714  0.10
N  -0.9145  2.2460  -3.6838  0.22
C  -0.1280  2.5096  -2.6394  -0.66
O  -0.1179  1.7898  -1.6366  -0.16
C  0.7347  3.7374  -2.7325  -0.52
I  -0.4659  5.3325  -1.9288  0.93
H  -1.5992  1.5050  -3.5842  0.11
H  -1.0002  2.8657  -4.4742  0.13
H  0.9999  4.0110  -3.7501  0.06
H  1.6200  3.6589  -2.1035  0.02
N  2.8251  -0.3451  0.9944  -0.44
S  3.8146  -1.6131  0.9325  1.11
C  4.2274  -1.7764  -0.8321  -0.39
C  3.4580  -2.4623  -1.7572  -0.09
C  3.9092  -2.5648  -3.0645  -0.08
C  5.1129  -1.9895  -3.4409  -0.07
C  5.8660  -1.2853  -2.5150  -0.07
C  5.4231  -1.1806  -1.2070  -0.09
C  2.7760  -3.0853  1.0783  -0.41
C  1.4794  -2.9945  1.5515  -0.09
C  0.7504  -4.1594  1.7449  -0.06
C  1.3227  -5.3922  1.4735  -0.05
C  2.6232  -5.4698  0.9964  -0.05
C  3.3615  -4.3142  0.8082  -0.09
H  3.2026  0.2579  1.7283  0.00
H  2.5237  -2.9217  -1.4678  0.12
H  3.3274  -3.1176  -3.7848  0.11
H  5.4700  -2.1021  -4.4521  0.11
H  6.8052  -0.8403  -2.8024  0.12
H  6.0035  -0.6525  -0.4659  0.11
H  1.0571  -2.0223  1.8064  0.06
H  -0.2537  -4.0995  2.1372  0.11
H  0.7658  -6.3002  1.6425  0.12
H  3.0665  -6.4279  0.7753  0.12
H  4.3820  -4.3642  0.4575  0.12
N  1.8896  -0.4107  -4.0467  0.21
C  2.3464  0.1622  -2.9167  -0.64
N  3.3882  1.0089  -3.0272  0.23
O  1.7741  -0.0357  -1.8338  -0.15
H  2.4052  -0.3901  -4.9075  0.12
H  1.1602  -1.0976  -3.9495  0.13
H  3.9106  1.0946  -3.8820  0.12
H  3.7966  1.3930  -2.1894  0.13
S  1.5985  3.1012  0.7283  0.62
C  0.5008  4.0036  1.6338  -0.83
N  0.4471  5.3307  1.5581  0.00
C  -0.6402  5.8870  2.3370  -0.11
C  -1.1552  4.6503  3.1047  -0.10
N  -0.4262  3.5520  2.4829  0.04
H  0.9897  5.8747  0.9089  0.11
H  -1.4037  6.3102  1.6758  0.12
H  -0.2773  6.6751  2.9994  0.13
H  -2.2314  4.4991  2.9840  0.12
H  -0.9298  4.7104  4.1748  0.13
H  -0.4413  2.6134  2.8708  0.08


(5)
Computed, not measured: a 6-piece molecular cluster, C4H21NO5S overall, with ωB97M-V with the def2-TZVPD basis set.

Values from the calculation:
* molar mass: 195.28 g mol⁻¹
* E_HOMO: -0.31541 Ha
* structure (SMILES): CCNCCS.O.O.O.O.O
* Kohn-Sham gap: 8.88 eV
* energy above the lowest of the compared OMol25 structures with the same formula, charge and spin: 31.6 kcal per mole
* DFT total energy: -27050.4281 eV
* net charge: 0

Last column: Löwdin charge in e.
Element x y z (Å)
C  1.3561  1.2906  0.9141  -0.27
N  -0.0706  0.9494  1.0680  -0.06
C  -0.6869  0.0902  0.0935  -0.36
C  -2.1155  -0.3659  0.4057  -0.51
S  -2.0355  -1.5779  1.7958  0.70
C  1.9188  1.5445  2.3393  -0.07
H  1.5814  2.1362  0.2392  0.11
H  1.7965  0.5221  0.2910  0.07
H  -0.5175  1.8163  1.3395  0.13
H  -0.7381  0.3821  -0.9725  0.07
H  -0.1978  -0.8929  -0.0785  0.09
H  -2.4635  -0.9835  -0.4261  0.06
H  -2.8467  0.4348  0.4627  0.07
H  -0.9384  -1.0641  2.4073  -0.15
H  2.2002  0.5933  2.8238  0.07
H  1.1139  1.9977  2.9088  0.07
H  2.8355  2.1085  2.2447  0.06
H  -0.7245  2.5383  -2.4796  -0.01
H  -0.4374  3.9626  -2.3467  0.03
O  -0.1187  3.1234  -1.9781  -0.09
H  3.2158  -0.5940  -2.3184  0.07
H  2.8043  -0.2582  -0.9571  0.02
O  2.7064  -0.9796  -1.5900  -0.04
H  -2.2777  1.1101  -3.3071  0.06
H  -1.1649  0.0143  -3.0855  0.03
O  -1.3447  0.9792  -3.1121  -0.07
H  1.0126  -1.5187  -2.4728  0.02
H  -0.0979  -0.9152  -1.7169  0.01
O  0.0556  -1.3772  -2.5999  -0.09
H  2.3292  -2.2745  2.1577  0.04
H  1.2508  -1.3427  1.7606  -0.01
O  1.3838  -2.1355  2.3113  -0.07


(6)
Computed, not measured: C5H7N as an isolated structure, with ωB97M-V with the def2-TZVPD basis set.

Values from the calculation:
* molar mass: 81.12 g mol⁻¹
* E_HOMO: -0.29275 Ha
* Kohn-Sham gap: 8.67 eV
* energy above the lowest of the compared OMol25 structures with the same formula, charge and spin: 105.6 kcal per mole
* DFT total energy: -6783.9319 eV
* net charge: 0

Last column: Löwdin charge in e.
Element x y z (Å)
C  -1.1636  1.0868  0.9627  -0.05
C  -0.1806  0.1716  0.2944  -0.31
C  -0.2799  -0.2903  -1.0045  -0.10
N  0.9665  -1.1116  -1.1655  -0.09
C  1.7546  -1.1700  0.0055  -0.10
C  1.0010  -0.3576  0.8635  -0.14
H  -0.6513  1.7861  1.6301  0.08
H  -1.7441  1.6652  0.2378  0.08
H  -1.8671  0.5085  1.5723  0.08
H  -1.0950  -0.3664  -1.7120  0.12
H  1.0563  -1.7838  -1.9188  0.14
H  0.8898  -0.0207  -1.6422  0.19
H  1.3134  -0.1180  1.8766  0.08


The lowest molar mass belongs to which entry? C5H7N


The lowest energy above the lowest of the compared OMol25 structures with the same formula, charge and spin belongs to which entry? C2H10O4


Look up the energy above the lowest of the compared OMol25 structures with the same formula, charge and spin of the second one. 74.5 kcal per mole


Which of these has the lowest DFT total energy? C36H39IN6O2PS2Yb